(1)
DFT (ωB97M-V/def2-TZVPD) results for a structure of composition C9H14I2N2O2RbSbSe4.

## Properties
HOMO-LUMO gap: 3.925 eV
Energy above the lowest of the compared OMol25 structures with the same formula, charge and spin: 29.60 kcal/mol
Strongest force on any atom: 0.00813 Eh/bohr

The geometry in ORCA input format:
```
! wB97M-V def2-TZVPD RIJCOSX def2/J DEFGRID3
* xyz -2 1
Rb 1.02 -0.66 -1.07
I 4.35 0.15 -1.38
I 4.90 4.38 -2.75
C -2.40 -0.54 1.52
C -0.97 -0.70 1.91
N -0.06 0.25 1.86
C 1.11 -0.32 2.33
C 0.89 -1.63 2.65
N -0.44 -1.86 2.38
H -2.49 0.30 0.83
H -3.02 -0.32 2.40
H -2.79 -1.44 1.05
H 2.02 0.24 2.40
H 1.54 -2.40 3.01
H -0.89 -2.76 2.36
C 0.50 3.38 0.05
C 1.86 3.33 -0.69
C 1.51 2.82 -2.09
O 0.29 2.05 -1.91
C -0.48 2.78 -0.97
H 0.22 4.39 0.32
H 0.52 2.77 0.95
H 2.56 2.64 -0.23
H 2.35 4.30 -0.76
H 2.27 2.18 -2.51
H 1.31 3.65 -2.78
H -1.20 2.10 -0.51
H -1.04 3.58 -1.49
O -0.96 -2.25 -2.23
C -1.50 -3.28 -1.94
Se -3.75 -7.52 -0.72
Sb -2.25 -5.72 -0.33
Se -3.20 -3.40 -0.98
Se -0.80 -5.04 -2.37
Se -0.98 -5.45 1.68
*
```



(2)
DFT (ωB97M-V/def2-TZVPD) results for a structure of composition C3H4O2Yb.

## Properties
HOMO-LUMO gap (alpha / beta): 7.210 / 5.513 eV
Energy above the lowest of the compared OMol25 structures with the same formula, charge and spin: 0.00 kcal/mol
Strongest force on any atom: 0.03924 Eh/bohr

The geometry in ORCA input format:
```
! wB97M-V def2-TZVPD RIJCOSX def2/J DEFGRID3
* xyz 1 2
C 1.16 -1.40 -0.33
C 2.09 -0.97 -1.21
O -2.29 0.69 -0.19
C -2.80 1.50 0.61
O -1.80 1.71 1.61
H 0.93 -2.48 -0.44
H 2.73 -1.64 -1.80
H -2.00 2.44 2.20
Yb -0.38 0.05 0.82
H 2.35 0.11 -1.27
*
```



(3)
DFT (ωB97M-V/def2-TZVPD) results for a cluster of 5 separate species, C43H84BrINO16S in total.

## Properties
HOMO-LUMO gap: 7.723 eV
Energy above the lowest of the compared OMol25 structures with the same formula, charge and spin: 328.88 kcal/mol
Strongest force on any atom: 0.17391 Eh/bohr

The geometry in ORCA input format:
```
! wB97M-V def2-TZVPD RIJCOSX def2/J DEFGRID3
* xyz 1 1
C -2.00 8.68 4.65
C -2.86 7.64 3.72
O -2.41 7.52 2.33
C -1.02 7.05 2.23
O -0.09 7.92 1.76
C -0.48 5.55 2.71
C -1.63 4.36 2.45
C -0.89 3.23 1.54
C -1.81 2.26 0.63
C -2.90 3.18 -0.16
C -2.24 4.52 -0.92
C -3.54 5.28 -1.64
C -3.10 5.70 -3.19
O -2.45 7.02 -3.23
C -1.23 7.01 -4.05
C -0.80 1.68 -0.57
C 0.40 0.78 0.08
C 1.25 0.13 -1.16
C 1.97 1.19 -2.17
C 2.63 2.52 -1.49
I 0.70 1.75 -3.92
N 0.00 -0.20 1.14
S -0.29 -1.85 0.57
C -1.15 0.15 2.04
Br -1.56 -1.62 2.96
C -2.43 0.91 1.37
C -3.29 0.03 0.28
C -4.25 -1.15 0.87
C -3.42 1.30 2.67
C -4.90 1.85 2.24
C -5.31 3.27 3.04
C -6.42 4.13 2.19
C -7.64 3.20 1.56
O -8.63 4.11 0.91
C -8.48 4.08 -0.55
H -1.36 8.12 5.50
H -2.79 9.33 5.25
H -1.34 9.44 4.04
H -3.99 8.04 3.69
H -2.80 6.58 4.25
H -0.27 5.66 3.88
H 0.55 5.30 2.22
H -2.53 4.91 1.97
H -1.91 4.00 3.55
H -0.18 3.84 0.79
H -0.10 2.70 2.25
H -3.45 2.63 -1.07
H -3.73 3.68 0.54
H -1.52 4.22 -1.80
H -1.79 5.30 -0.17
H -4.42 4.50 -1.76
H -3.89 6.23 -1.03
H -2.39 4.92 -3.69
H -4.08 5.76 -3.87
H -1.34 6.37 -5.05
H -0.25 6.68 -3.47
H -1.01 8.12 -4.43
H -1.41 1.13 -1.44
H -0.25 2.58 -1.13
H 1.13 1.55 0.62
H 2.11 -0.56 -0.70
H 0.61 -0.60 -1.86
H 2.88 0.60 -2.67
H 3.25 3.11 -2.29
H 1.84 3.27 -1.02
H 3.37 2.25 -0.60
H 0.85 -0.30 1.78
H 0.73 -2.69 1.11
H -0.82 0.81 2.98
H -2.57 -0.48 -0.52
H -4.04 0.68 -0.38
H -5.35 -1.07 0.46
H -3.83 -2.18 0.46
H -4.32 -1.24 2.03
H -3.64 0.36 3.36
H -2.94 2.10 3.38
H -5.09 2.00 1.10
H -5.73 1.07 2.61
H -5.86 2.91 4.04
H -4.37 3.88 3.39
H -5.86 4.64 1.30
H -6.94 4.89 2.93
H -7.28 2.34 0.85
H -8.24 2.67 2.44
H -9.47 4.48 -1.07
H -7.63 4.86 -0.84
H -8.24 3.03 -1.00
C 1.82 -2.17 -6.10
C 0.46 -1.51 -6.12
O 0.10 -1.11 -7.44
C -0.34 -2.09 -8.26
O -0.47 -3.27 -7.96
O -0.59 -1.56 -9.48
C -0.97 -2.51 -10.47
H 2.57 -1.52 -6.57
H 2.14 -2.39 -5.08
H 1.82 -3.10 -6.67
H 0.48 -0.60 -5.50
H -0.31 -2.16 -5.69
H -1.81 -3.13 -10.12
H -0.11 -3.14 -10.73
H -1.29 -1.97 -11.36
C 5.24 -2.64 5.50
C 4.51 -3.19 4.29
O 3.34 -3.92 4.67
C 2.27 -3.17 5.01
O 2.21 -1.95 5.00
O 1.27 -4.01 5.39
C 0.10 -3.34 5.86
H 5.45 -3.45 6.22
H 6.18 -2.17 5.21
H 4.63 -1.91 6.03
H 5.17 -3.89 3.76
H 4.26 -2.39 3.58
H -0.25 -2.60 5.14
H 0.31 -2.88 6.83
H -0.68 -4.09 6.00
C 10.94 -6.09 6.52
C 10.21 -6.63 5.30
O 9.04 -7.37 5.69
C 7.97 -6.62 6.02
O 7.91 -5.40 6.01
O 6.97 -7.46 6.40
C 5.80 -6.79 6.87
H 11.15 -6.89 7.23
H 11.88 -5.61 6.23
H 10.33 -5.35 7.05
H 10.87 -7.33 4.77
H 9.96 -5.84 4.59
H 5.45 -6.05 6.15
H 6.01 -6.32 7.84
H 5.02 -7.54 7.01
C 0.60 -6.70 -8.54
C 0.58 -6.79 -7.02
O 1.46 -7.83 -6.57
C 2.77 -7.51 -6.56
O 3.26 -6.44 -6.88
O 3.47 -8.60 -6.14
C 4.88 -8.44 -6.17
H 0.38 -7.67 -8.99
H -0.15 -5.97 -8.89
H 1.58 -6.39 -8.90
H -0.43 -7.07 -6.69
H 0.82 -5.84 -6.55
H 5.19 -7.54 -5.63
H 5.23 -8.40 -7.21
H 5.34 -9.30 -5.69
*
```



(4)
DFT (ωB97M-V/def2-TZVPD) results for a structure of composition C5H6FeO4.

## Properties
HOMO-LUMO gap (alpha / beta): 8.489 / 6.354 eV
Strongest force on any atom: 0.07891 Eh/bohr

The geometry in ORCA input format:
```
! wB97M-V def2-TZVPD RIJCOSX def2/J DEFGRID3
* xyz 0 7
O 0.37 -0.52 0.97
O 1.28 0.44 -0.84
C 2.06 1.51 -1.10
C 3.35 1.39 -1.44
C 0.34 0.55 0.23
H 1.58 2.48 -0.98
H 0.56 1.46 0.82
H 3.90 2.28 -1.74
H 3.85 0.43 -1.46
Fe -1.08 -1.77 1.15
O -1.92 -1.16 -0.78
O -2.53 -0.20 1.11
C -2.06 -0.10 -0.08
C -1.25 1.09 -0.42
H -1.56 1.97 0.14
H -1.13 1.28 -1.49
*
```



Q: What is the formula in the fourth record?
A: C5H6FeO4



Q: Which value of strongest force on any atom does entry 1 give?
A: 0.00813 Eh/bohr



Q: Which of these has the lowest strongest force on any atom?
A: C9H14I2N2O2RbSbSe4



Q: strongest force on any atom of number 3 (C43H84BrINO16S)?
A: 0.17391 Eh/bohr